ORCA calculation (the ωB97M-V functional and the def2-TZVPD basis) on a 5-piece molecular cluster, C22H48N3O5 overall.

- E: -38292.9270 eV
- Charge: +1
- Orbital gap: 0.3052 hartree
- M: 434.64 g mol⁻¹
- HOMO level: -11.3 eV

Structure (XYZ):
```
78
Properties=species:S:1:pos:R:3:forces:R:3
O -3.799403 3.062594 1.495391 0.24 -0.17 -0.04
C -3.677676 3.227613 0.149261 -0.25 0.27 -0.77
C -3.555618 4.496870 -0.425180 0.06 -0.54 -0.03
C -3.469118 4.628596 -1.809007 0.04 -0.14 0.02
C -3.517047 3.512479 -2.637975 -0.05 -0.23 0.55
C -3.669818 2.247536 -2.057918 0.20 0.63 0.16
C -3.735996 2.090710 -0.677008 -0.04 -0.10 0.24
C -3.880010 0.724538 -0.043731 0.03 0.48 -0.08
N -2.648639 0.335781 0.655876 0.00 -0.26 -0.55
C -1.666180 -0.145518 -0.336668 -0.34 -0.40 0.60
C -0.358198 -0.618628 0.314494 -0.06 -0.23 -0.95
C 0.872293 0.151330 -0.177257 0.04 0.23 0.47
C 1.474234 1.165698 0.828696 -0.08 -0.33 -0.20
C 1.992381 2.416091 0.132432 0.39 0.08 0.70
N 0.864777 3.258716 -0.399693 -0.11 -0.19 -0.39
C -0.476179 2.983159 0.249984 -0.05 0.34 0.19
C -0.380047 2.556654 1.695327 -0.15 -0.58 0.31
N 0.613077 1.495536 1.963589 0.39 0.55 -0.28
H -3.581850 3.891585 1.931327 -0.21 0.10 0.11
H -3.536889 5.369676 0.215178 -0.05 0.11 0.02
H -3.387369 5.618567 -2.232135 0.03 0.08 -0.08
H -3.453527 3.612658 -3.708409 -0.04 0.06 -0.14
H -3.732682 1.372303 -2.688189 -0.01 -0.12 -0.06
H -4.712664 0.777432 0.652962 0.02 -0.18 0.24
H -4.129427 -0.008528 -0.818431 -0.14 0.00 -0.11
H -2.889121 -0.491536 1.192912 0.08 0.16 0.37
H -1.492777 0.632197 -1.077601 -0.01 0.09 -0.08
H -2.107002 -0.980426 -0.893346 0.01 -0.03 -0.17
H -0.206879 -1.647079 -0.000201 0.07 -0.17 0.12
H -0.440384 -0.631063 1.395118 0.04 0.22 0.15
H 0.634075 0.673968 -1.107757 -0.11 -0.07 -0.15
H 1.648570 -0.562529 -0.438843 0.15 -0.04 -0.04
H 2.370312 0.716322 1.251597 0.05 -0.15 0.11
H 2.515224 3.013639 0.875608 0.00 0.21 0.00
H 2.705834 2.193482 -0.653668 -0.14 0.01 -0.31
H 1.087627 4.248637 -0.335693 0.12 0.03 0.13
H 0.762276 3.071183 -1.395835 -0.06 0.01 -0.04
H -0.982063 2.244032 -0.356455 0.08 -0.08 0.01
H -1.056241 3.897784 0.193730 -0.04 0.08 -0.21
H -1.372141 2.167993 1.928467 -0.12 0.01 -0.03
H -0.217539 3.400223 2.364260 0.17 0.23 -0.08
H 1.236056 1.838600 2.682416 -0.14 -0.13 0.25
C -6.945802 0.769853 -4.281389 0.10 0.00 0.01
C -6.869288 -0.677445 -4.728354 0.04 0.01 0.21
O -5.606093 -1.261184 -4.409481 0.02 0.09 -0.10
H -6.151249 1.352274 -4.750168 -0.03 0.01 -0.04
H -7.906503 1.215456 -4.541307 -0.01 -0.01 0.02
H -6.814015 0.843905 -3.198205 -0.08 0.01 0.01
H -6.978064 -0.750902 -5.808627 0.05 -0.06 -0.02
H -7.668006 -1.266337 -4.266696 -0.07 0.04 -0.07
H -5.505199 -1.228588 -3.453844 -0.01 -0.06 0.02
C 1.126352 -5.803823 -0.386772 -0.04 0.04 0.09
C 1.406581 -4.565000 -1.213679 0.13 -0.06 0.12
O 1.563701 -3.405134 -0.393804 0.01 0.13 0.02
H 0.225871 -5.665274 0.213204 -0.03 -0.01 -0.04
H 0.990360 -6.677568 -1.025073 0.01 0.00 0.00
H 1.955268 -6.000078 0.295560 0.04 -0.02 -0.06
H 0.575382 -4.355204 -1.886248 0.01 0.06 -0.01
H 2.307660 -4.707801 -1.817904 -0.04 -0.03 -0.06
H 2.309235 -3.576949 0.196184 0.03 -0.11 -0.01
C 6.484256 -3.235815 0.951811 0.00 -0.08 -0.04
C 4.996269 -3.208256 0.661140 0.09 -0.05 0.22
O 4.406509 -4.503854 0.817779 -0.17 0.18 -0.17
H 6.987966 -3.942163 0.291922 0.00 0.03 -0.03
H 6.929249 -2.249108 0.813659 -0.01 0.00 0.01
H 6.669595 -3.557100 1.979773 0.00 0.06 0.02
H 4.815514 -2.908299 -0.371076 -0.06 -0.08 -0.02
H 4.491370 -2.499415 1.323577 0.05 0.10 -0.05
H 4.547121 -4.774665 1.730500 -0.03 -0.07 0.01
C 5.918940 -0.689360 5.248822 -0.09 -0.06 -0.03
C 5.907987 -0.590353 3.736089 -0.10 0.11 0.14
O 4.604034 -0.829813 3.196071 0.06 0.03 -0.13
H 5.573010 -1.672547 5.567843 0.04 -0.02 -0.01
H 6.921830 -0.526274 5.643834 0.00 0.02 0.00
H 5.251523 0.054410 5.690984 0.05 0.04 0.01
H 6.560255 -1.342862 3.297598 -0.03 -0.01 -0.06
H 6.261779 0.394291 3.413427 0.08 -0.03 -0.01
H 4.012347 -0.167892 3.565223 -0.04 -0.06 0.11
```
Forces are in eV/Å.